A structure of composition C39H50Cl2N3O3P2Rh, computed with wB97M-V/def2-TZVPD.

```
100
Properties=species:S:1:pos:R:3:forces:R:3
Rh -0.304 -0.681 -0.255 0.2 0.1 0.3
C -0.439 0.617 4.494 0.0 0.0 0.0
C -1.367 1.227 3.435 0.0 0.0 0.1
C -2.406 2.094 4.155 0.1 0.0 0.0
C -0.495 2.111 2.524 0.1 0.0 -0.1
P -2.088 -0.177 2.426 0.2 -0.2 -0.1
N -0.899 -0.849 1.587 -0.3 0.3 -0.1
C -3.458 0.462 1.293 0.0 0.0 0.0
C -3.572 -0.491 0.092 0.2 -0.1 0.0
C -4.820 0.626 1.975 0.0 0.0 0.0
C -3.062 1.817 0.690 0.1 0.0 0.0
C -2.744 -1.550 3.536 0.0 0.0 0.0
C -3.642 -1.131 4.701 0.0 0.0 0.0
C -3.496 -2.534 2.624 0.0 0.0 0.0
C -1.552 -2.350 4.097 0.0 0.0 0.0
H 0.130 1.429 4.951 0.0 0.0 0.0
H 0.267 -0.091 4.060 0.0 0.0 0.0
H -0.993 0.121 5.287 0.0 0.0 0.0
H -1.872 2.847 4.740 0.0 0.0 0.0
H -3.025 1.526 4.845 0.0 -0.1 0.0
H -3.060 2.626 3.469 0.0 0.0 -0.1
H 0.244 2.617 3.149 0.0 0.0 0.0
H -1.073 2.878 2.017 0.0 0.0 -0.1
H 0.038 1.535 1.765 0.0 0.0 0.1
H -3.933 -1.483 0.342 0.0 0.0 0.0
H -2.584 -0.609 -0.375 -0.5 0.0 -0.1
H -4.242 -0.046 -0.646 0.0 0.0 0.0
H -5.259 -0.312 2.304 0.0 -0.1 0.0
H -5.507 1.068 1.248 0.0 0.0 0.0
H -4.776 1.302 2.827 0.0 0.0 0.1
H -2.093 1.768 0.191 0.0 0.0 0.0
H -3.073 2.624 1.418 0.0 0.0 0.1
H -3.806 2.059 -0.073 0.0 0.0 0.0
H -4.492 -0.524 4.401 0.0 0.0 0.0
H -3.086 -0.593 5.467 0.0 0.1 0.0
H -4.036 -2.036 5.171 0.0 0.0 0.0
H -4.444 -2.148 2.259 0.0 0.0 0.0
H -3.717 -3.430 3.209 0.0 0.0 0.0
H -2.882 -2.835 1.776 0.0 0.0 0.0
H -1.093 -1.877 4.960 0.0 0.0 0.0
H -0.794 -2.516 3.334 0.0 0.0 0.0
H -1.926 -3.323 4.419 0.0 0.0 0.0
Cl -1.693 -6.004 -1.561 0.0 0.0 0.0
C -0.684 -5.269 -0.289 0.0 -0.2 0.1
Cl -1.534 -5.265 1.263 0.0 0.0 0.0
C -0.248 -3.870 -0.760 0.1 0.0 -0.1
O 0.805 -3.885 -1.428 0.2 0.2 -0.1
O -0.978 -2.901 -0.476 -0.1 0.0 0.0
H 0.192 -5.901 -0.177 -0.1 0.0 0.0
N -0.395 1.068 -1.179 -0.1 -0.1 0.1
P 0.634 1.668 -2.186 0.0 0.1 -0.2
C 0.241 1.302 -3.926 0.0 0.1 -0.1
C -1.027 0.787 -4.179 0.0 0.1 0.0
C -1.430 0.522 -5.480 0.0 0.0 0.0
C -0.569 0.774 -6.538 0.0 0.0 0.0
C 0.694 1.296 -6.293 0.0 0.0 0.0
C 1.096 1.562 -4.993 0.0 0.0 0.1
C 2.384 1.250 -1.934 0.1 0.0 0.0
C 3.036 0.253 -2.653 0.0 0.0 0.0
C 4.335 -0.110 -2.326 0.0 0.0 0.0
C 4.990 0.516 -1.275 0.0 0.0 0.0
C 4.344 1.507 -0.548 0.0 0.0 0.0
C 3.049 1.870 -0.876 0.0 0.0 0.0
C 0.625 3.491 -2.114 0.0 0.0 0.0
C -0.399 4.114 -1.412 0.0 0.0 0.0
C -0.468 5.499 -1.354 0.0 0.0 0.0
C 0.487 6.270 -1.998 0.0 0.0 0.0
C 1.516 5.653 -2.699 0.0 0.0 0.0
C 1.585 4.271 -2.754 0.0 0.0 0.0
H -1.683 0.595 -3.339 0.0 0.0 0.0
H -2.415 0.117 -5.667 0.0 0.0 0.0
H -0.880 0.564 -7.552 0.0 0.0 0.0
H 1.368 1.493 -7.115 0.0 0.0 0.0
H 2.086 1.962 -4.815 0.0 0.0 0.0
H 2.514 -0.270 -3.440 -0.1 0.0 -0.1
H 4.831 -0.890 -2.887 0.0 0.0 0.0
H 6.002 0.229 -1.022 0.0 0.0 0.0
H 4.849 1.995 0.275 0.0 0.0 0.0
H 2.544 2.635 -0.299 0.0 0.0 0.0
H -1.132 3.495 -0.914 0.0 0.0 0.0
H -1.269 5.976 -0.804 0.0 0.0 0.0
H 0.435 7.349 -1.953 0.0 0.0 0.0
H 2.267 6.251 -3.198 0.0 0.0 0.0
H 2.400 3.800 -3.289 0.0 0.0 0.0
N 1.879 -1.099 0.101 0.2 -0.5 0.0
C 2.775 -1.817 0.080 0.0 0.2 0.0
C 3.940 -2.662 0.061 -0.2 0.2 0.1
C 3.999 -3.745 -0.808 0.0 -0.1 -0.1
C 5.146 -4.523 -0.823 0.0 0.0 0.0
C 6.209 -4.220 0.017 0.0 0.0 0.0
C 6.138 -3.136 0.882 0.0 0.0 0.0
C 5.001 -2.348 0.908 0.1 -0.1 0.0
H 3.151 -3.966 -1.444 0.0 0.0 0.0
H 5.205 -5.369 -1.493 0.0 0.0 0.0
H 7.100 -4.833 -0.003 0.0 0.0 0.0
H 6.968 -2.904 1.536 0.0 0.0 0.0
H 4.927 -1.497 1.570 0.0 0.0 0.0
O 0.356 -1.468 -2.715 0.3 -0.4 0.1
H -0.477 -1.578 -3.184 0.0 0.0 0.0
H 0.612 -2.374 -2.410 -0.1 0.2 0.0
```
Forces are in eV/Å.

M   844.6 g/mol
Highest occupied orbital energy (spin up / spin down)   -7.040 / -7.868 eV
2S+1   5

A structure of composition C39H50CrN10O4S4Sb, computed with wB97M-V/def2-TZVPD.

```
109
Properties=species:S:1:pos:R:3:forces:R:3
Cr 1.501 -0.639 1.691 0.5 0.0 0.4
N -0.529 -0.489 2.311 -0.1 -0.1 -0.1
C -0.625 0.449 3.446 -0.2 -0.3 0.2
C -1.668 0.042 4.504 0.1 0.3 -0.2
C -3.112 -0.015 4.003 -0.3 -0.2 0.3
C -3.899 1.298 4.028 0.3 0.0 0.1
N -3.185 2.380 3.352 -0.4 0.1 -0.1
C -2.886 2.334 2.057 0.2 0.4 0.2
N -3.451 1.455 1.245 -0.1 -0.1 -0.1
N -1.988 3.180 1.558 0.1 -0.1 -0.1
C 0.739 0.553 4.105 0.7 -0.3 0.0
O 0.887 1.253 5.077 0.0 0.0 0.0
O 1.685 -0.162 3.534 -0.3 0.2 0.2
H -1.159 -0.230 1.553 0.0 0.0 0.1
H -0.767 -1.429 2.621 0.0 0.0 0.0
H -0.825 1.431 3.035 0.0 0.1 0.0
H -1.562 0.728 5.348 0.0 0.0 0.0
H -1.383 -0.939 4.898 0.0 0.0 -0.1
H -3.674 -0.710 4.631 0.0 0.0 -0.1
H -3.132 -0.437 2.994 0.0 -0.1 0.1
H -4.067 1.642 5.047 0.1 -0.1 0.0
H -4.893 1.165 3.596 0.0 0.1 -0.1
H -2.728 3.079 3.913 -0.1 0.0 0.0
H -4.144 0.815 1.588 0.0 0.0 0.0
H -2.948 1.193 0.393 -0.1 0.0 -0.2
H -1.450 3.774 2.166 0.0 0.0 0.0
H -1.598 3.011 0.638 0.0 0.2 -0.1
C 2.031 -0.007 -4.855 12.3 -5.6 2.7
C 2.847 -0.254 -3.590 0.0 0.7 1.4
C 2.026 -0.741 -2.436 0.1 0.3 0.1
N 2.272 -0.476 -1.205 -0.6 -0.4 0.0
N 1.358 -1.090 -0.353 0.6 -0.1 -0.3
C 0.455 -1.787 -0.990 0.1 -0.7 0.9
N -0.518 -2.510 -0.357 0.6 -0.7 -0.2
S 0.642 -1.775 -2.681 0.5 -0.9 0.4
H 2.671 0.389 -5.641 2.3 -0.6 1.0
H 1.228 0.711 -4.678 2.9 1.5 4.0
H 1.584 -0.928 -5.238 1.9 -1.6 2.8
H 3.348 0.654 -3.255 0.1 0.0 0.0
H 3.628 -0.992 -3.784 -0.1 0.0 -0.3
H -0.659 -2.262 0.609 0.0 0.0 0.0
H -1.373 -2.661 -0.872 0.1 0.1 0.0
S -1.359 0.130 -0.840 -1.0 1.3 -0.3
Sb -2.175 0.985 -2.798 -0.2 0.4 0.3
C -0.740 1.392 -4.248 0.6 -1.3 -0.9
C -0.585 2.685 -4.742 -0.5 1.2 0.6
C 0.330 2.923 -5.761 0.3 -0.8 -0.2
C 1.072 1.878 -6.288 -0.8 2.7 -1.5
C 0.913 0.587 -5.800 -3.9 2.3 -6.3
C 0.010 0.340 -4.778 -11.7 0.7 0.7
C -3.490 -0.410 -3.631 -0.2 -0.2 0.0
C -2.945 -1.667 -3.893 -0.2 0.0 0.0
C -3.751 -2.680 -4.389 0.1 0.0 0.0
C -5.100 -2.448 -4.618 0.0 0.0 0.0
C -5.646 -1.202 -4.355 0.1 0.0 0.0
C -4.845 -0.179 -3.863 0.1 -0.1 -0.1
C -3.021 2.836 -2.306 -0.1 0.3 0.1
C -4.383 3.125 -2.290 0.1 0.1 0.0
C -4.821 4.379 -1.878 0.0 0.0 0.0
C -3.905 5.344 -1.489 0.0 0.0 0.0
C -2.547 5.057 -1.492 0.0 0.0 0.0
C -2.102 3.806 -1.891 0.0 0.0 0.0
H -1.175 3.506 -4.358 0.0 -0.1 0.0
H 0.453 3.927 -6.147 0.0 0.0 0.0
H 1.772 2.067 -7.091 0.0 -0.1 0.0
H 1.490 -0.228 -6.218 -3.3 1.1 -4.6
H -0.105 -0.671 -4.405 0.0 0.6 -0.5
H -1.896 -1.866 -3.712 0.0 0.0 0.0
H -3.324 -3.652 -4.599 0.0 0.0 0.0
H -5.725 -3.241 -5.006 0.0 0.0 0.0
H -6.697 -1.020 -4.539 0.0 0.0 0.0
H -5.290 0.787 -3.687 0.0 0.0 0.0
H -5.117 2.396 -2.595 0.0 0.0 0.0
H -5.880 4.602 -1.871 0.0 0.0 0.0
H -4.250 6.325 -1.189 0.0 0.0 0.0
H -1.832 5.811 -1.187 0.0 0.0 0.0
H -1.037 3.594 -1.880 0.0 0.0 0.0
O 0.476 3.090 0.078 0.0 0.1 -0.1
C 0.981 2.149 0.593 0.1 -0.1 0.0
N 1.505 1.234 1.142 -0.2 0.0 -0.1
S 3.800 -1.223 1.736 0.2 0.4 -0.3
C 4.628 0.146 2.349 0.0 -0.1 0.1
N 5.910 0.104 2.714 0.1 0.0 0.0
C 6.391 1.385 3.238 -0.1 0.0 0.0
C 5.150 2.293 3.059 0.0 -0.1 0.0
N 4.153 1.364 2.524 0.0 0.0 0.0
H 6.436 -0.752 2.712 0.0 0.0 0.0
H 7.248 1.740 2.671 0.0 0.0 0.0
H 6.678 1.290 4.283 0.0 0.0 0.0
H 5.333 3.103 2.357 0.0 0.0 0.0
H 4.812 2.716 4.002 0.0 0.0 0.0
H 3.204 1.602 2.273 0.0 0.0 0.0
C 0.449 -5.053 1.989 -0.2 -0.2 0.3
S 1.691 -3.909 1.494 0.4 0.7 -0.4
O 1.158 -2.581 2.075 -0.6 -0.3 0.0
C 3.016 -4.372 2.552 0.0 -0.2 0.2
C 4.072 -5.070 1.987 0.0 0.0 0.1
C 5.111 -5.483 2.810 0.0 0.0 0.0
C 5.078 -5.182 4.163 0.0 0.0 0.0
C 4.020 -4.457 4.707 0.0 0.0 0.0
C 2.974 -4.043 3.902 0.1 -0.1 0.0
H 0.289 -4.933 3.061 -0.1 -0.1 0.0
H 0.814 -6.054 1.759 0.0 0.0 0.0
H -0.452 -4.840 1.418 0.0 0.0 0.0
H 4.088 -5.286 0.925 0.0 0.0 0.0
H 5.945 -6.030 2.392 0.0 0.0 0.0
H 5.888 -5.507 4.803 0.0 0.0 0.0
H 4.013 -4.216 5.761 0.0 0.0 0.0
H 2.163 -3.448 4.301 0.0 0.0 0.0
```
Forces are in eV/Å.

M   1024.9 g/mol
Relative energy (zero: lowest compared OMol25 entry of this formula, charge and spin)   12.455 eV
Total charge   +2
Highest occupied orbital energy (spin up / spin down)   -10.482 / -10.482 eV
2S+1   2

A structure of composition C39H50GeN8PPtS, computed with wB97M-V/def2-TZVPD.

```
101
Properties=species:S:1:pos:R:3:forces:R:3
Pt -0.149 0.469 -0.541 0.0 0.3 0.4
C 4.126 -3.066 -0.546 0.0 0.1 0.0
N 3.446 -1.777 -0.660 0.2 0.0 0.0
C 3.976 -0.667 -1.266 0.0 -0.1 0.0
C 3.041 0.317 -1.172 -0.1 0.1 0.2
N 1.946 -0.182 -0.512 -0.2 -0.5 -0.6
C 2.213 -1.451 -0.221 0.3 0.2 0.3
P 1.182 -2.470 0.866 0.0 -0.1 0.0
C 0.657 -1.134 1.998 0.1 -0.1 0.1
N 0.152 0.044 1.665 -0.2 0.3 0.3
C -0.057 0.735 2.822 0.0 -0.1 -0.1
C 0.332 -0.040 3.877 0.0 0.0 0.0
N 0.782 -1.216 3.348 0.0 -0.1 0.1
C 1.277 -2.358 4.118 0.0 0.0 -0.1
C -0.308 -2.525 -0.168 -0.3 -0.1 0.4
N -1.104 -1.482 -0.379 0.4 -0.1 -0.6
C -2.239 -1.963 -0.973 0.0 0.1 0.2
C -2.127 -3.312 -1.106 0.0 -0.1 0.1
N -0.912 -3.658 -0.584 0.0 -0.1 0.0
C -0.366 -5.013 -0.554 0.0 0.1 0.0
H 5.027 -2.959 0.053 0.0 0.0 0.0
H 4.393 -3.426 -1.537 0.0 0.0 0.0
H 3.465 -3.786 -0.071 0.0 0.0 0.0
H 4.955 -0.670 -1.714 0.0 0.0 0.0
H 3.095 1.336 -1.512 0.0 0.0 -0.1
H -0.464 1.731 2.824 0.0 0.0 0.0
H 0.326 0.147 4.937 0.0 0.0 0.0
H 1.238 -2.106 5.173 0.0 0.0 0.0
H 2.306 -2.584 3.847 0.0 0.0 0.0
H 0.657 -3.233 3.940 0.0 0.0 0.0
H -3.073 -1.331 -1.212 0.0 0.0 -0.1
H -2.805 -4.042 -1.513 0.0 0.0 0.0
H -1.187 -5.722 -0.492 0.0 0.0 0.0
H 0.272 -5.135 0.318 0.0 0.0 0.0
H 0.206 -5.202 -1.460 0.0 0.0 0.0
C -0.619 7.097 -1.104 0.0 0.0 0.0
C -1.073 7.666 0.242 0.0 -0.1 -0.1
C -2.261 6.951 0.892 0.1 0.0 0.0
C -1.925 5.654 1.619 0.0 0.0 -0.1
N -1.391 4.601 0.738 -0.1 0.1 0.0
C -1.969 3.556 0.173 0.0 -0.3 0.5
S -0.975 2.596 -0.913 0.1 0.0 -0.7
N -3.241 3.208 0.269 -0.1 0.1 0.1
C -4.438 3.988 0.637 0.0 0.0 -0.1
C -5.500 3.822 -0.445 0.0 -0.1 0.0
C -6.122 2.426 -0.510 -0.1 0.1 0.1
C -6.982 2.088 0.705 0.0 0.0 0.0
H 0.014 7.817 -1.622 0.0 0.0 0.0
H -1.475 6.887 -1.750 0.0 0.0 0.0
H -0.036 6.178 -1.016 0.0 0.0 0.0
H -1.368 8.704 0.084 0.0 0.0 0.0
H -0.235 7.691 0.944 0.0 0.1 0.0
H -3.028 6.760 0.133 0.0 0.0 0.0
H -2.704 7.614 1.638 0.0 0.0 0.0
H -2.793 5.265 2.144 0.1 -0.1 0.1
H -1.154 5.839 2.368 0.0 0.0 0.0
H -0.436 4.732 0.442 0.0 -0.1 0.1
H -3.450 2.348 -0.219 0.0 0.0 0.0
H -4.176 5.035 0.724 0.0 0.0 0.0
H -4.808 3.643 1.603 0.0 0.0 0.0
H -5.055 4.078 -1.411 0.0 0.0 0.0
H -6.286 4.553 -0.247 0.0 0.0 0.0
H -5.347 1.659 -0.639 0.0 0.0 -0.1
H -6.739 2.378 -1.409 0.0 0.0 0.0
H -6.399 2.045 1.627 0.0 0.0 0.0
H -7.465 1.119 0.581 0.0 0.0 0.0
H -7.769 2.833 0.838 0.0 0.0 0.0
C -3.959 2.551 -4.699 0.0 0.0 0.0
C -2.677 2.969 -5.023 0.1 0.0 0.0
C -1.572 2.285 -4.527 -0.1 -0.1 -0.1
C -1.735 1.169 -3.708 -0.1 0.0 0.0
C -3.033 0.762 -3.388 0.0 0.1 -0.1
C -4.138 1.441 -3.882 0.0 0.0 0.1
Ge -0.164 0.245 -3.013 -0.2 0.5 -0.1
C -0.159 -1.622 -3.548 0.0 -0.2 0.2
C 0.946 -2.435 -3.279 -0.1 0.0 0.0
C 1.000 -3.743 -3.743 0.0 0.0 0.0
C -0.059 -4.259 -4.482 0.0 0.0 0.0
C -1.166 -3.466 -4.748 0.0 0.1 0.0
C -1.219 -2.158 -4.279 0.1 0.0 -0.1
C 1.427 1.119 -3.706 0.1 0.1 0.0
C 2.313 0.446 -4.546 0.0 0.1 0.0
C 3.449 1.083 -5.032 0.0 0.0 0.0
C 3.711 2.401 -4.686 0.0 0.0 0.0
C 2.829 3.089 -3.861 0.0 0.0 0.1
C 1.698 2.449 -3.370 0.0 -0.1 -0.1
H -4.818 3.082 -5.090 0.0 0.0 0.0
H -2.534 3.826 -5.669 0.0 0.0 0.0
H -0.577 2.621 -4.794 0.0 0.0 0.0
H -3.187 -0.098 -2.754 0.0 -0.1 0.0
H -5.138 1.103 -3.639 0.0 0.0 0.0
H 1.794 -2.027 -2.737 0.0 0.0 0.0
H 1.874 -4.354 -3.549 0.0 0.0 0.0
H -0.012 -5.270 -4.866 0.0 0.0 0.0
H -1.986 -3.861 -5.334 0.0 0.0 0.0
H -2.083 -1.546 -4.510 0.0 0.0 0.0
H 2.112 -0.577 -4.842 0.0 0.0 0.0
H 4.127 0.551 -5.688 0.0 0.0 0.0
H 4.595 2.895 -5.066 0.0 0.0 0.0
H 3.025 4.121 -3.601 0.0 0.0 0.0
H 1.021 2.994 -2.722 0.0 0.0 0.0
```
Forces are in eV/Å.

M   961.6 g/mol
Total charge   +2
Highest occupied orbital energy (spin up / spin down)   -13.150 / -13.172 eV
2S+1   2